*one*
Formula: C9H12NO
Source: the OMol25 dataset
Level of theory: wB97M-V/def2-TZVPD

* LUMO energy (spin up / spin down): -5.145 / -5.145 eV
* HOMO-LUMO gap (spin up / spin down): 7.6 / 7.6 eV
* highest occupied orbital energy (spin up / spin down): -12.714 / -12.714 eV
* 2S+1: 1
* SMILES string: C[N+](C)=C1C=CC=C[C@@H]1C=O
* charge: +1

Positions of all 23 atoms, in Å:
C (0.870, 1.355, -1.581)
N (0.802, 0.092, -0.905)
C (1.924, -0.770, -1.172)
C (-0.205, -0.197, -0.077)
C (-0.338, -1.539, 0.359)
C (-1.009, -1.799, 1.577)
C (-1.407, -0.643, 2.478)
C (-1.434, 0.550, 1.905)
C (-1.260, 0.719, 0.461)
C (-2.852, 0.537, 0.319)
O (-3.200, -0.569, 0.079)
H (1.437, 2.179, -0.963)
H (1.669, 1.323, -2.301)
H (-0.139, 1.795, -1.993)
H (2.385, -0.722, -2.165)
H (2.798, -0.494, -0.613)
H (1.752, -1.724, -0.735)
H (0.141, -2.461, -0.218)
H (-1.160, -2.733, 2.055)
H (-1.400, -0.810, 3.517)
H (-1.781, 1.346, 2.510)
H (-1.204, 1.798, 0.037)
H (-3.422, 1.394, 0.464)

***

*two*
Formula: C9H12NO
Source: the OMol25 dataset
Level of theory: wB97M-V/def2-TZVPD

* LUMO energy: -4.088 eV
* HOMO-LUMO gap: 9.5 eV
* highest occupied orbital energy: -13.598 eV
* 2S+1: 1
* SMILES string: CO[N+]1(c2ccccc2)CC1
* charge: +1

Positions of all 23 atoms, in Å:
C (-0.068, -1.556, -2.144)
O (-1.108, -1.496, -1.174)
N (-1.049, -0.167, -0.339)
C (0.116, 0.061, 0.286)
C (1.029, 1.002, -0.209)
C (2.176, 1.148, 0.548)
C (2.302, 0.639, 1.815)
C (1.350, -0.241, 2.349)
C (0.195, -0.505, 1.568)
C (-1.814, 0.885, -0.939)
C (-2.394, 0.118, 0.221)
H (-0.349, -2.370, -2.787)
H (0.998, -1.747, -1.646)
H (-0.164, -0.531, -2.726)
H (0.843, 1.529, -1.178)
H (3.088, 1.746, 0.133)
H (3.271, 0.714, 2.338)
H (1.444, -0.616, 3.369)
H (-0.700, -1.049, 2.013)
H (-2.088, 0.707, -2.020)
H (-1.603, 1.925, -0.791)
H (-2.317, 0.516, 1.276)
H (-3.156, -0.710, 0.036)

***

Which of them is the least stable? Correct choice: *two*.

***

*one*
Formula: C2H10NOS
Source: the OMol25 dataset
Level of theory: wB97M-V/def2-TZVPD

* LUMO energy: -3.510 eV
* HOMO-LUMO gap: 9.4 eV
* highest occupied orbital energy: -12.924 eV
* 2S+1: 1
* charge: +1

Positions of all 15 atoms, in Å:
C (-0.602, 0.888, -0.093)
C (-0.469, -0.557, 0.313)
S (-1.383, -0.789, 1.859)
N (0.164, 1.108, -1.403)
H (-0.201, 1.575, 0.634)
H (-1.637, 1.130, -0.319)
H (0.557, -0.886, 0.472)
H (-0.840, -1.197, -0.490)
H (-0.514, -1.594, 2.479)
H (-0.501, 1.146, -2.179)
H (0.839, 0.346, -1.512)
H (0.676, 1.988, -1.420)
H (3.229, 0.106, -1.128)
H (3.293, -0.115, -2.624)
O (2.673, 0.109, -1.919)

***

*two*
Formula: C2H10NOS
Source: the OMol25 dataset
Level of theory: wB97M-V/def2-TZVPD

* LUMO energy: -3.596 eV
* HOMO-LUMO gap: 9.8 eV
* highest occupied orbital energy: -13.410 eV
* 2S+1: 1
* charge: +1

Positions of all 15 atoms, in Å:
C (-0.642, -0.933, -0.288)
C (-0.499, -0.973, 1.275)
S (1.018, -2.036, 1.803)
N (0.399, -0.006, -0.826)
H (-1.693, -0.683, -0.594)
H (-0.520, -1.969, -0.611)
H (-1.423, -1.511, 1.566)
H (-0.554, -0.041, 1.805)
H (0.858, -3.224, 0.920)
H (0.399, 0.850, -0.365)
H (0.561, 0.053, -1.866)
H (1.359, -0.367, -0.521)
H (0.415, 3.492, -1.393)
H (0.434, 4.022, -0.193)
O (-0.111, 3.326, -0.712)

***

Which of them is the least stable? Correct choice: *two*.

***

*one*
Formula: C2HO5
Source: the OMol25 dataset
Level of theory: wB97M-V/def2-TZVPD

* LUMO energy: 4.184 eV
* HOMO-LUMO gap: 8.8 eV
* highest occupied orbital energy: -4.614 eV
* 2S+1: 1
* SMILES string: O=C(O)C1([O-])OO1
* charge: -1

Positions of all 8 atoms, in Å:
O (-0.937, -1.727, 0.047)
C (-0.050, -0.875, -0.020)
O (1.292, -1.197, -0.084)
C (-0.144, 0.675, -0.042)
O (0.912, 1.286, 0.115)
O (-1.369, 1.161, -0.750)
O (-1.389, 0.976, 0.665)
H (1.685, -0.299, 0.069)

***

*two*
Formula: C2HO5
Source: the OMol25 dataset
Level of theory: wB97M-V/def2-TZVPD

* LUMO energy (spin up / spin down): 3.325 / 3.319 eV
* HOMO-LUMO gap (spin up / spin down): 7.8 / 7.8 eV
* highest occupied orbital energy (spin up / spin down): -4.490 / -4.455 eV
* 2S+1: 1
* charge: -1

Positions of all 8 atoms, in Å:
C (0.122, -1.033, 3.050)
C (0.543, -0.419, 1.462)
O (0.898, -1.930, 3.230)
O (-0.685, -0.418, 3.654)
O (1.351, 0.556, 1.448)
O (1.798, -0.752, 1.077)
O (-0.502, 0.118, -0.701)
H (-1.497, 0.283, -0.596)

***

Which of them is the least stable? Correct choice: *two*.

***

*one*
Formula: H11O5
Source: the OMol25 dataset
Level of theory: wB97M-V/def2-TZVPD

* LUMO energy: -4.087 eV
* HOMO-LUMO gap: 10.2 eV
* highest occupied orbital energy: -14.336 eV
* 2S+1: 1
* charge: +1

Positions of all 16 atoms, in Å:
O (-1.091, 2.564, 0.801)
H (-1.040, 3.021, -0.104)
H (-0.643, 3.353, 1.202)
O (1.578, 3.756, -1.745)
H (1.681, 4.387, -2.477)
H (2.199, 4.098, -1.072)
O (0.535, -2.593, 0.204)
H (0.779, -3.414, -0.134)
H (-0.268, -2.846, 1.354)
O (-1.120, -3.303, 1.650)
H (-1.561, -2.361, 1.750)
H (-0.865, -3.413, 2.598)
O (-0.053, -0.768, -1.216)
H (0.447, 0.066, -0.965)
H (-1.003, -1.004, -1.219)
H (0.426, -1.542, -0.627)

***

*two*
Formula: H11O5
Source: the OMol25 dataset
Level of theory: wB97M-V/def2-TZVPD

* LUMO energy: -3.025 eV
* HOMO-LUMO gap: 13.0 eV
* highest occupied orbital energy: -16.024 eV
* 2S+1: 1
* charge: +1

Positions of all 16 atoms, in Å:
O (-0.124, -1.558, 1.054)
H (-0.079, -2.420, 1.483)
H (-0.371, -1.756, 0.146)
O (0.783, -1.920, -2.237)
H (0.549, -2.849, -2.361)
H (1.546, -1.835, -2.824)
O (-1.263, 2.232, 2.437)
H (-2.035, 1.673, 2.587)
H (-0.917, 2.531, 3.285)
O (0.466, 0.918, -1.773)
H (0.663, 1.462, -2.537)
H (0.651, -0.012, -1.932)
O (0.163, 1.005, 0.701)
H (0.225, 0.043, 0.929)
H (0.266, 1.116, -0.312)
H (-0.524, 1.371, 1.355)

***

Which of them is the least stable? Correct choice: *one*.